# 1
# C40H53N5O5P2W

A structure of composition C40H53N5O5P2W (ωB97M-V with the def2-TZVPD basis set, OMol25).

LUMO (spin up / spin down) (eV): -5.53 / -5.76
Spin multiplicity: 3
HOMO level (spin up / spin down) (eV): -11.58 / -12.97
ΔE to the lowest compared entry with this formula, charge and spin (eV): 2.4286
Total charge: +2
Energy (hartree): -2955.3646

Positions of all 106 atoms, in Å:
W 0.668 -0.020 -0.599
N -4.197 1.423 0.452
C -2.077 0.892 -0.572
O -0.699 1.192 -0.286
C -2.017 0.445 -2.014
C -0.881 -0.590 -2.028
H -4.787 2.166 0.819
H -4.716 1.035 -0.334
H -1.771 1.291 -2.660
H -2.965 0.024 -2.361
H -0.450 -0.665 -3.027
H -1.258 -1.584 -1.758
C 2.469 1.963 1.498
O 1.681 1.835 0.285
C 1.193 3.137 -0.147
C 1.353 3.224 -1.644
O 0.883 2.006 -2.206
C 0.826 2.032 -3.627
H 1.854 2.434 2.263
H 3.345 2.569 1.272
H 2.777 0.971 1.804
H 1.789 3.905 0.342
H 0.156 3.235 0.161
H 2.403 3.367 -1.921
H 0.774 4.071 -2.026
H 0.070 2.747 -3.960
H 0.562 1.034 -3.964
H 1.794 2.313 -4.051
N -1.465 0.163 2.225
P -1.170 1.881 2.358
C -2.091 2.131 3.907
C -3.453 1.837 4.009
C -4.106 1.986 5.220
C -3.408 2.441 6.334
C -2.060 2.742 6.238
C -1.400 2.583 5.026
C -2.263 2.704 1.138
C -2.338 4.061 1.304
C -2.890 4.919 0.338
C -3.309 4.390 -0.903
C -3.273 3.054 -1.125
C -2.940 2.053 -0.052
P -0.601 -1.024 1.459
C 0.421 -1.850 2.702
C 1.273 -1.039 3.455
C 2.088 -1.593 4.425
C 2.057 -2.963 4.656
C 1.197 -3.772 3.930
C 0.377 -3.220 2.954
C -1.840 -2.254 0.926
C -3.193 -1.984 1.141
C -4.165 -2.899 0.760
C -3.803 -4.091 0.156
C -2.460 -4.361 -0.076
C -1.486 -3.454 0.302
H -2.093 -0.185 2.944
H -3.995 1.499 3.132
H -5.161 1.759 5.299
H -3.923 2.563 7.278
H -1.522 3.102 7.105
H -0.344 2.817 4.950
H -1.924 4.510 2.203
H -2.946 5.980 0.531
H -3.661 5.059 -1.678
H -3.611 2.651 -2.074
H -2.350 0.021 0.017
H 1.279 0.033 3.294
H 2.740 -0.960 5.012
H 2.690 -3.396 5.419
H 1.148 -4.833 4.133
H -0.310 -3.858 2.417
H -3.512 -1.038 1.559
H -5.207 -2.671 0.939
H -4.560 -4.806 -0.137
H -2.167 -5.287 -0.552
H -0.450 -3.689 0.104
C 3.096 -3.054 0.514
C 2.173 -1.943 0.188
O 1.085 -2.125 -0.466
O 2.374 -0.742 0.523
H 3.202 -3.712 -0.347
H 2.661 -3.633 1.332
H 4.058 -2.662 0.830
C 1.867 -2.483 -5.597
C 1.257 -3.120 -4.367
N 1.397 -2.201 -3.244
C 2.313 -1.224 -3.133
N 2.242 -0.362 -2.106
C 3.384 0.564 -2.002
C 4.683 -0.099 -2.408
C 4.551 -0.472 -3.864
N 3.271 -1.151 -4.082
C 3.269 -2.041 -5.248
H 1.269 -1.625 -5.912
H 1.892 -3.191 -6.423
H 1.749 -4.071 -4.143
H 0.194 -3.318 -4.507
H 0.773 -2.313 -2.465
H 3.440 0.923 -0.978
H 3.228 1.435 -2.644
H 4.869 -0.984 -1.796
H 5.520 0.584 -2.267
H 5.340 -1.160 -4.175
H 4.612 0.411 -4.506
H 3.910 -2.907 -5.046
H 3.723 -1.486 -6.070

Atoms 1-2, force components in eV/Å:
0.5 0.4 0.0
0.0 0.0 0.0

# 2
# C4H14NO2

A cluster of 2 separate species, C4H14NO2 in total (ωB97M-V with the def2-TZVPD basis set, OMol25).

LUMO (eV): -2.92
Spin multiplicity: 1
HOMO level (eV): -14.74
ΔE to the lowest compared entry with this formula, charge and spin (eV): 1.9609
Total charge: +1
Energy (hartree): -365.7587

Positions of all 21 atoms, in Å:
C 0.454 -1.664 0.624
C 0.525 -0.269 0.187
C 1.173 -0.173 -1.213
C 0.782 1.153 -1.977
O -0.586 1.121 -2.332
N -0.856 0.233 0.168
H 0.925 -2.191 -0.276
H 1.271 -2.012 1.320
H -0.549 -2.050 0.888
H 1.123 0.378 1.016
H 0.754 -1.053 -1.861
H 2.166 -0.452 -0.983
H 1.539 1.317 -2.836
H 0.893 1.995 -1.264
H -0.577 1.654 -3.106
H -0.884 1.279 -0.167
H -1.126 0.273 1.163
H -1.474 -0.290 -0.470
H -1.829 -0.501 3.942
H -2.134 0.987 3.769
O -1.592 0.263 3.408

Atoms 1-2, force components in eV/Å:
2.5 -3.5 -0.7
1.8 2.2 1.0